The following is a quantum chemistry calculation of the molecule C4H10O4 in a non-equilibrium geometry, from the OMol25 dataset.

Positions of all 18 atoms, in Å:
C -0.916997 0.112801 0.628398
C 0.035610 -0.575902 -0.407339
C 2.080385 -0.127155 -1.542238
C -0.357749 0.100325 2.044897
O 1.337678 0.002550 -0.341179
O -1.141638 1.455432 0.188529
O -2.193612 -0.511797 0.631905
O -0.561521 -0.414422 -1.700216
H -1.338969 1.977305 0.982156
H -0.874146 0.513555 -1.685041
H -2.362206 -0.757068 -0.297233
H 0.107062 -1.650975 -0.204066
H 1.707467 0.590197 -2.280380
H 2.035764 -1.144897 -1.940252
H 3.122639 0.124817 -1.328992
H 0.588229 0.646487 2.112527
H -0.210554 -0.924409 2.401162
H -1.057442 0.583158 2.737362

Force components x, y, z for each atom (eV/Å):
C -0.2 0.3 0.4
C -0.2 0.8 -0.5
C 0.1 0.2 -0.1
C 0.0 -0.1 0.2
O -0.9 -0.2 0.3
O 0.7 -0.2 0.2
O 0.9 -0.6 -0.4
O 0.1 0.4 1.1
H 0.0 -0.1 -0.5
H 0.2 -0.4 -0.3
H -0.1 0.1 0.4
H -0.1 0.1 -0.1
H 0.1 -0.3 -0.1
H 0.0 0.1 -0.1
H -0.2 -0.1 0.2
H -0.1 -0.2 -0.3
H 0.0 0.2 -0.1
H -0.1 -0.1 -0.2

The LUMO energy is 0.766 eV. Its SMILES is CO[C@H](O)C(C)(O)O. The gap between HOMO and LUMO is 0.4040 Ha. Its total energy is -12499.72005 eV. As for the charge: 0. For the strongest force on any atom, the calculation gives 1.167 eV/A.

The following is a quantum chemistry calculation of a cluster of 3 separate species, C4H10O4 in total in a non-equilibrium geometry, from the OMol25 dataset.

Positions of all 18 atoms, in Å:
O 0.731597 0.140676 -2.252282
C 1.331768 -0.265024 -1.284205
C 0.993191 0.193551 0.121034
C -0.462868 0.476013 0.321867
C -0.960866 0.875195 1.683949
O -1.295019 -0.049921 2.408602
H 2.335997 -0.698076 -1.546926
H 1.239697 -0.663266 0.798422
H 1.674130 1.035885 0.276970
H -1.049171 -0.355675 -0.177229
H -0.583206 1.403049 -0.277093
H -0.878090 1.879483 2.162244
H 0.539511 -2.030026 2.944621
H 1.975148 -1.564910 3.283147
O 1.456008 -2.060246 2.643758
H -2.239853 0.166263 -3.509857
H -0.932681 0.790198 -3.181009
O -1.804845 1.025632 -3.540618

Force components x, y, z for each atom (eV/Å):
O -0.7 -0.5 0.0
C 0.9 1.8 -1.0
C 1.0 -2.6 1.0
C -1.1 2.4 -2.4
C 1.0 -2.9 1.4
O -0.4 1.0 0.1
H -0.6 -0.4 1.0
H 0.4 0.8 -0.3
H -0.1 -0.1 0.3
H 0.3 1.0 1.1
H -0.6 -0.5 -0.3
H -0.1 -0.1 -0.9
H 0.1 0.1 0.1
H -0.1 0.0 0.1
O 0.0 -0.1 -0.2
H -0.3 0.1 -0.1
H -0.1 0.4 -0.1
O 0.3 -0.5 0.3

The LUMO energy is 0.477 eV. Its SMILES is O=CCCC=O.O.O. The gap between HOMO and LUMO is 0.3921 Ha. Its total energy is -12498.76938 eV. As for the charge: 0. For the strongest force on any atom, the calculation gives 3.573 eV/A.

The following is a quantum chemistry calculation of the molecule C4H10O4 in a non-equilibrium geometry, from the OMol25 dataset.

Positions of all 18 atoms, in Å:
C -0.310049 0.189891 1.627375
C 1.055308 1.173740 -0.346811
C -0.236738 0.454615 0.125924
C -0.399926 -0.858236 -0.758131
O -1.384439 1.225177 -0.158130
O -0.518673 -0.533537 -2.142277
O -1.534354 -1.340844 -0.194126
O 0.583173 -1.792291 -0.582485
H -0.911276 1.117813 1.955426
H 0.705549 0.106174 2.132978
H -0.910810 -0.823054 1.763376
H 1.055034 1.357611 -1.407801
H 2.071257 0.750402 -0.267717
H 1.294376 2.042642 0.210531
H -1.336799 1.209574 -1.132588
H -1.012615 -1.196018 -2.632999
H -1.715743 -2.191689 -0.606114
H 1.468980 -1.455784 -0.946848

Force components x, y, z for each atom (eV/Å):
C -0.7 -0.9 0.5
C 0.8 -0.5 -0.1
C 1.8 -0.5 -0.9
C -0.1 1.4 1.1
O 0.7 0.3 -1.2
O 0.2 0.8 0.6
O -1.3 -1.5 -0.9
O 2.7 -0.1 -0.6
H 1.0 -1.7 0.2
H -1.4 0.2 -0.7
H 1.2 2.5 0.2
H -0.6 0.6 -0.5
H -0.6 -1.3 0.5
H -0.7 1.4 0.4
H -0.8 0.5 0.2
H -0.1 -0.2 0.2
H -0.2 -0.3 0.2
H -2.1 -0.6 0.7

The LUMO energy is 0.447 eV. Its SMILES is CC(C)(O)C(O)(O)O. The gap between HOMO and LUMO is 0.3828 Ha. Its total energy is -12499.27227 eV. As for the charge: 0. For the strongest force on any atom, the calculation gives 2.790 eV/A.

The following is a quantum chemistry calculation of a cluster of 2 separate species, C4H10O4 in total in a non-equilibrium geometry, from the OMol25 dataset.

Positions of all 18 atoms, in Å:
C 1.940079 -1.911329 -0.269183
C -0.137106 -0.851402 -0.250244
C -1.369636 -0.566000 0.185769
C -3.426336 0.523788 0.165206
H 1.693266 2.804204 -0.794201
H 2.279120 0.770414 0.812686
H 2.692286 -2.130698 0.492869
H 2.224243 -1.012462 -0.854443
H 1.914717 -2.750975 -0.998818
H 0.289188 -0.316462 -1.123742
H -1.780030 -1.046993 1.080812
H -3.920660 1.313954 -0.434485
H -4.004769 -0.410523 0.062757
H -3.427793 0.845368 1.224220
O 1.398444 2.005424 -0.314845
O 2.547301 1.651187 0.500179
O 0.681335 -1.751203 0.368513
O -2.127278 0.440072 -0.360965

Force components x, y, z for each atom (eV/Å):
C 0.1 -0.3 -0.8
C -0.6 0.9 -0.8
C 0.6 -0.2 0.6
C -0.8 0.7 -0.2
H 0.3 -0.5 0.5
H -0.2 0.3 -0.2
H -0.1 0.1 -0.1
H -0.1 -0.3 0.5
H -0.1 0.3 0.5
H -0.4 -0.4 0.6
H 0.1 0.1 -0.3
H 0.1 -0.5 0.4
H 0.3 0.2 0.0
H 0.1 -0.2 -0.3
O 0.0 0.0 0.0
O -0.1 0.2 -0.3
O 0.3 0.1 0.0
O 0.5 -0.5 -0.1

The LUMO energy is 0.903 eV. Its SMILES is CO/C=C/OC.OO. The gap between HOMO and LUMO is 0.3214 Ha. Its total energy is -12495.05357 eV. As for the charge: 0. For the strongest force on any atom, the calculation gives 1.344 eV/A.

The following is a quantum chemistry calculation of a cluster of 3 separate species, C4H10O4 in total in a non-equilibrium geometry, from the OMol25 dataset.

Positions of all 18 atoms, in Å:
C 1.454243 -1.218489 -0.228635
C 1.069406 0.081273 -0.505429
C -0.146349 0.012405 -1.588432
O -0.560366 1.214071 -1.876810
C 0.629445 -2.157975 0.510190
O -0.453389 -1.865772 0.889273
H -0.914535 -0.605509 -1.135523
H 2.481260 -1.525566 -0.424241
H 1.917511 0.603000 -0.910758
H 0.698033 0.608867 0.396182
H 0.197634 -0.462412 -2.495566
H 1.014905 -3.172205 0.689792
H -1.101574 0.114291 2.736448
H -0.950928 1.227783 1.684368
O -0.590821 0.905236 2.569525
H -0.982294 1.665271 -0.940004
H -2.227857 2.611232 0.325492
O -1.534325 1.964497 0.304130

Force components x, y, z for each atom (eV/Å):
C 1.3 0.7 0.5
C 2.0 -0.2 1.7
C -2.2 -0.2 -1.6
O 0.4 1.1 0.3
C 0.8 -1.4 -0.2
O -2.0 0.7 0.6
H 0.0 -0.2 0.7
H -0.3 -0.3 -0.6
H 0.0 0.6 -0.5
H -0.9 -0.2 -0.4
H 0.6 -0.4 -0.2
H 0.3 0.0 0.0
H -0.2 -0.2 0.1
H -0.1 0.4 0.6
O 0.2 0.0 -0.8
H -1.1 0.4 0.9
H -0.3 0.4 -0.1
O 1.4 -1.1 -1.2

The LUMO energy is -3.877 eV. The gap between HOMO and LUMO is 0.1822 Ha. Its total energy is -12494.84061 eV. As for the charge: 0. For the strongest force on any atom, the calculation gives 2.740 eV/A.

The following is a quantum chemistry calculation of a cluster of 2 separate species, C4H10O4P2 in total in a non-equilibrium geometry, from the OMol25 dataset.

Positions of all 20 atoms, in Å:
C -1.084946 0.770152 0.512232
C -1.911194 -1.482920 -1.463456
C -0.704560 1.119665 -0.997513
C 1.654609 -0.192935 -0.018412
O 2.667142 1.905732 1.886270
O 1.543185 -0.286023 2.703770
O 3.827039 -0.304415 1.477318
O 1.798149 -1.361518 -0.341579
P -1.899984 0.321690 -2.051295
P 2.348384 0.445807 1.691919
H -1.865612 1.489628 0.923056
H -0.122794 1.062264 1.167590
H -1.373361 -0.212807 0.526682
H -0.893937 -1.657735 -1.214207
H -2.411900 -2.107600 -2.199260
H -2.353933 -1.469278 -0.395107
H -0.885912 2.221492 -1.169305
H 1.050075 0.488438 -0.667824
H 3.820653 -1.209190 1.211572
H -3.201104 0.459554 -1.582450

Force components x, y, z for each atom (eV/Å):
C 2.9 5.2 0.0
C -0.9 1.8 2.0
C -2.4 0.5 0.8
C 0.4 0.7 0.7
O -0.3 -0.9 -0.7
O -0.2 -0.2 0.4
O 0.7 1.4 0.6
O 0.3 0.1 0.3
P 1.1 -0.4 -1.3
P 0.7 -0.6 -0.6
H 0.4 -1.0 -0.4
H -2.2 -1.2 -1.0
H -0.4 -2.2 0.9
H 1.2 -0.9 -0.5
H 0.2 -0.3 0.3
H -0.1 -0.5 -1.9
H 0.5 -0.7 0.0
H 0.3 -0.2 0.1
H -0.7 -0.9 -0.3
H -1.4 0.4 0.6

The LUMO energy is 6.340 eV. The gap between HOMO and LUMO is 0.2084 Ha. Its total energy is -31076.47082 eV. As for the charge: -2. For the strongest force on any atom, the calculation gives 5.978 eV/A.

The calculation returns the following energy relative to the best compared isomer or geometry (same formula, charge and spin) values, one per record and in order: 0.8858 1.8365 1.3336 5.5523 5.7653 1.1292 eV.
The calculation returns the following highest occupied orbital energy values, one per record and in order: -10.23 -10.19 -9.97 -7.84 -8.84 0.67 eV.